{"formula": "C44H79F3O20S6", "method": "ωB97M-V with the def2-TZVPD basis set", "species": ["C", "C", "C", "O", "C", "H", "H", "H", "H", "H", "H", "H", "H", "C", "C", "C", "O", "C", "H", "H", "H", "H", "H", "H", "H", "H", "O", "S", "O", "O", "C", "C", "C", "H", "H", "H", "H", "H", "H", "H", "H", "O", "S", "O", "O", "C", "C", "C", "H", "H", "H", "H", "H", "H", "H", "H", "O", "S", "O", "O", "C", "C", "C", "H", "H", "H", "H", "H", "H", "H", "H", "O", "S", "O", "O", "C", "C", "C", "H", "H", "H", "H", "H", "H", "H", "H", "O", "S", "O", "O", "C", "C", "C", "H", "H", "H", "H", "H", "H", "H", "H", "O", "S", "O", "O", "C", "C", "C", "H", "H", "H", "H", "H", "H", "H", "H", "F", "C", "C", "C", "C", "C", "C", "H", "H", "H", "H", "H", "F", "C", "C", "C", "C", "C", "C", "H", "H", "H", "H", "H", "F", "C", "C", "C", "C", "C", "C", "H", "H", "H", "H", "H"], "coordinates": [[-2.695, 0.611, 5.821], [-1.405, 1.318, 6.151], [-1.836, 2.637, 6.805], [-3.127, 2.415, 7.327], [-3.569, 1.078, 7.005], [-2.634, -0.478, 5.801], [-3.050, 0.946, 4.847], [-0.793, 1.568, 5.284], [-0.828, 0.768, 6.894], [-1.837, 3.419, 6.046], [-1.178, 2.986, 7.602], [-4.648, 1.123, 6.862], [-3.462, 0.436, 7.879], [7.989, -0.173, -2.520], [6.823, -0.953, -2.952], [7.271, -1.561, -4.265], [8.205, -0.586, -4.739], [8.507, 0.430, -3.798], [8.732, -0.885, -2.160], [7.770, 0.642, -1.830], [6.060, -0.191, -3.115], [6.586, -1.647, -2.146], [6.551, -1.745, -5.063], [7.859, -2.445, -4.020], [7.884, 1.308, -3.969], [9.562, 0.691, -3.715], [1.950, -7.133, -1.646], [2.249, -5.703, -1.428], [3.535, -5.319, -0.844], [2.135, -5.014, -2.889], [2.290, -3.617, -3.018], [1.905, -3.189, -4.411], [0.782, -4.910, -0.569], [3.342, -3.434, -2.800], [1.561, -3.156, -2.351], [2.749, -3.240, -5.100], [1.608, -2.140, -4.410], [1.070, -3.811, -4.733], [1.078, -3.946, -0.154], [0.458, -5.657, 0.155], [0.089, -4.779, -1.401], [-5.972, -8.277, 2.317], [-6.854, -7.112, 2.442], [-8.013, -7.124, 3.326], [-5.853, -5.876, 2.961], [-4.694, -5.622, 2.176], [-4.055, -4.311, 2.723], [-7.344, -6.507, 0.776], [-4.945, -5.535, 1.118], [-4.028, -6.484, 2.223], [-4.798, -3.543, 2.937], [-3.392, -3.850, 1.991], [-3.549, -4.580, 3.650], [-8.091, -7.145, 0.304], [-6.436, -6.405, 0.182], [-7.696, -5.484, 0.904], [-1.977, 2.186, -6.299], [-1.888, 2.642, -7.684], [-1.194, 3.854, -8.044], [-1.258, 1.406, -8.681], [-1.494, 0.034, -8.361], [-1.680, -0.830, -9.634], [-3.592, 2.690, -8.292], [-2.408, 0.017, -7.767], [-0.651, -0.363, -7.796], [-2.468, -0.405, -10.255], [-1.978, -1.849, -9.389], [-0.752, -0.784, -10.204], [-4.088, 3.343, -7.573], [-4.020, 1.688, -8.280], [-3.644, 3.209, -9.249], [-6.122, -0.084, 2.335], [-7.406, -0.722, 2.647], [-7.767, -1.964, 1.964], [-7.477, -0.889, 4.193], [-8.451, -1.753, 4.722], [-7.952, -2.325, 6.058], [-8.777, 0.583, 2.345], [-8.652, -2.658, 4.149], [-9.336, -1.132, 4.860], [-7.798, -1.642, 6.893], [-6.941, -2.717, 5.947], [-8.637, -3.037, 6.519], [-9.703, 0.181, 2.757], [-8.902, 0.723, 1.271], [-8.523, 1.487, 2.899], [4.969, 4.553, -2.533], [4.724, 5.015, -3.895], [5.838, 5.441, -4.759], [3.711, 3.952, -4.653], [3.353, 4.144, -6.006], [3.197, 2.750, -6.638], [3.530, 6.463, -3.753], [3.990, 4.660, -6.726], [2.406, 4.670, -6.129], [2.407, 2.175, -6.155], [4.114, 2.161, -6.631], [2.874, 2.921, -7.665], [4.053, 7.403, -3.579], [2.746, 6.296, -3.014], [3.076, 6.534, -4.742], [8.548, -3.466, 2.671], [7.637, -2.844, 3.642], [7.804, -3.104, 5.094], [7.520, -1.184, 3.490], [7.657, -0.576, 2.212], [7.289, 0.937, 2.414], [5.964, -3.336, 3.164], [6.929, -0.988, 1.514], [8.637, -0.526, 1.738], [7.001, 1.415, 1.478], [8.053, 1.528, 2.918], [6.376, 1.053, 2.998], [5.349, -3.062, 4.021], [5.744, -4.391, 3.001], [5.589, -2.848, 2.264], [2.704, -0.010, 1.208], [1.666, 0.411, 0.407], [0.294, 0.028, 0.590], [-0.736, 0.511, -0.218], [-0.372, 1.244, -1.307], [0.972, 1.611, -1.499], [2.036, 1.232, -0.627], [-0.053, -0.492, 1.470], [-1.758, 0.223, -0.020], [-1.049, 1.644, -2.047], [1.187, 2.249, -2.343], [3.054, 1.347, -0.968], [-7.490, 2.641, -2.335], [-6.865, 3.775, -2.092], [-5.505, 3.898, -2.407], [-4.896, 5.134, -2.330], [-5.676, 6.254, -2.048], [-7.036, 6.151, -1.746], [-7.676, 4.878, -1.758], [-5.002, 2.967, -2.626], [-3.842, 5.219, -2.549], [-5.203, 7.224, -1.999], [-7.678, 7.007, -1.603], [-8.750, 4.775, -1.806], [5.270, 0.738, 10.422], [4.810, 1.296, 9.302], [5.005, 0.652, 8.105], [4.443, 1.201, 6.957], [3.861, 2.495, 7.052], [3.669, 3.150, 8.251], [4.180, 2.539, 9.395], [5.543, -0.284, 8.094], [4.580, 0.719, 6.000], [3.660, 3.009, 6.124], [3.184, 4.112, 8.334], [4.104, 3.008, 10.364]], "mulliken_charge": [-0.3583, -0.4549, -0.4172, -0.4216, -0.4188, 0.2815, 0.2305, 0.2909, 0.2563, 0.2698, 0.2417, 0.2413, 0.2576, -0.5118, -0.3676, -0.3873, -0.4262, -0.3968, 0.3166, 0.2353, 0.2064, 0.3101, 0.2333, 0.2630, 0.2268, 0.3028, -0.6055, 1.1566, -0.5847, -0.3024, -0.0928, -1.2699, -0.9842, 0.3752, 0.2231, 0.2863, 0.3898, 0.3229, 0.3395, 0.4054, 0.3370, -0.6222, 1.1187, -0.5834, -0.2376, -0.1354, -1.0946, -0.8216, 0.2410, 0.3256, 0.1770, 0.3828, 0.3103, 0.3585, 0.3093, 0.2766, -0.5440, 1.0886, -0.5752, -0.3548, -0.1406, -1.1506, -0.8518, 0.3562, 0.2346, 0.3090, 0.3632, 0.2974, 0.3463, 0.2982, 0.3194, -0.5890, 1.0862, -0.5866, -0.1490, -0.1841, -1.3205, -0.9633, 0.3441, 0.2990, 0.3545, 0.3142, 0.3787, 0.3374, 0.3564, 0.3156, -0.5466, 1.0245, -0.5819, -0.1337, -0.2687, -1.3321, -0.8949, 0.3730, 0.3720, 0.2879, 0.3461, 0.4062, 0.3521, 0.2973, 0.3018, -0.6145, 1.1506, -0.5977, -0.2187, 0.0189, -1.2252, -0.9098, 0.1867, 0.2364, 0.3483, 0.3406, 0.2912, 0.3270, 0.3766, 0.2922, -0.2579, 0.3731, -0.6126, -0.4845, -0.5955, -0.3742, -0.4903, 0.5002, 0.4776, 0.4907, 0.4899, 0.4814, -0.2998, 0.4819, -0.4600, -0.4035, -0.4314, -0.3512, -0.4313, 0.4137, 0.3970, 0.3518, 0.3472, 0.3874, -0.2932, 0.2694, -0.2752, -0.5865, -0.3835, -0.5460, -0.2200, 0.4241, 0.4650, 0.3569, 0.4030, 0.3860], "charge": 0, "largest_force_ev_per_a": 3.623, "lumo_energy_ev": -0.13, "e_homo_ev": -9.1, "orbital_gap_ev": 8.94, "smiles": "CCOS(C)(=O)=O.CCOS(C)(=O)=O.CCOS(C)(=O)=O.CCOS(C)(=O)=O.CCOS(C)(=O)=O.CCOS(C)(=O)=O.Fc1ccccc1.Fc1ccccc1.Fc1ccccc1.C1CCOC1.C1CCOC1", "de_lowest_kcal_mol": 53.5, "e_tot_ev": -161014.565}